(1)
Density functional theory data (ωB97M-V/def2-TZVPD) for the molecule C2H2N2O3 at a distorted geometry.

Summary:
HOMO energy: -0.3690 hartree
LUMO energy: -0.06 eV
Energy: -11222.8995 eV
Multiplicity: 1

Structure (XYZ):
```
9
Properties=species:S:1:pos:R:3:forces:R:3:mulliken_charge:R:1
O -1.169 -1.467 -0.142 -1.5959 -1.7010 -0.7372 -0.4580
C -0.483 -0.528 -0.260 2.4003 1.3690 -1.4079 0.3687
C 0.200 0.215 -1.501 -1.8473 -2.3125 0.0430 0.0889
N 0.756 1.299 -1.192 -1.0555 0.0703 2.5015 -0.2660
O 0.394 1.453 0.399 1.0516 -1.0621 -1.8600 -0.2577
N 0.203 0.050 0.772 0.8455 1.2676 -1.0914 0.1780
O -0.332 -0.189 1.971 -4.3037 2.4797 -1.8969 -0.3351
H 0.100 -0.330 -2.516 0.6229 1.5495 1.5378 0.3241
H 0.332 -0.502 2.469 3.8819 -1.6605 2.9111 0.3571
```
Positions in Å, forces in eV/Å.

(2)
Density functional theory data (ωB97M-V/def2-TZVPD) for a structure of composition C38H38AuCl3N5O3PS at a distorted geometry.

Summary:
HOMO energy (alpha / beta): -0.4595 / -0.4595 hartree
LUMO energy (alpha / beta): -5.71 / -7.45 eV
Expectation value of S²: 2.01
Energy: -114985.3730 eV
Total charge: +2
Multiplicity: 3

Structure (XYZ):
```
90
Properties=species:S:1:pos:R:3:forces:R:3:mulliken_charge:R:1
Au 1.520 -0.591 1.478 -0.4587 0.1356 0.3209 1.0085
O 5.144 -6.639 5.115 0.5502 -0.0076 -0.8544 -0.3912
C 5.801 -6.652 4.149 0.0154 -0.0503 0.1004 0.8362
O 6.451 -6.648 3.180 -0.5661 0.0330 0.7712 -0.3911
C 4.617 -3.907 3.601 -0.0382 0.1585 -0.0784 -0.8490
C 4.863 -3.681 2.281 0.1034 -0.0240 0.0371 -0.4823
C 3.959 -2.836 1.629 -0.0835 -0.1526 0.0642 0.0053
N 2.928 -2.286 2.284 -0.1571 0.1442 -0.2613 -0.1946
C 2.697 -2.587 3.576 0.1662 0.0962 -0.1858 0.5693
C 3.559 -3.401 4.299 0.0422 -0.1175 0.1406 -0.5532
C 1.514 -1.974 4.228 0.0141 0.1696 -0.0794 0.6912
C 0.985 -2.452 5.416 0.0130 -0.0433 0.0672 -0.6551
C -0.057 -1.765 6.017 0.0236 -0.0419 0.0371 -0.4399
C -0.526 -0.600 5.431 0.0165 0.0024 0.0570 -0.9070
C 0.023 -0.203 4.229 0.1753 -0.0919 -0.0576 -0.0992
N 1.000 -0.895 3.622 -0.1087 -0.0243 0.0629 -0.2785
C 4.075 -2.747 0.144 -0.1425 0.0353 -0.0858 1.0519
C 5.307 -2.559 -0.469 0.0025 -0.0060 0.0822 -0.6730
C 5.396 -2.751 -1.839 0.1070 0.0016 -0.0172 -0.4965
C 4.266 -3.143 -2.536 -0.0487 0.0216 -0.0641 -0.6305
C 3.069 -3.267 -1.840 -0.0245 0.0809 0.0855 -0.4044
N 2.962 -3.053 -0.529 -0.0203 -0.0033 0.0028 -0.3215
H 5.668 -4.158 1.735 -0.0385 0.0277 0.0446 0.5758
H 3.407 -3.600 5.351 0.0153 -0.0320 -0.0491 0.3654
H 1.373 -3.355 5.864 -0.0215 0.0250 0.0014 0.3498
H -0.485 -2.129 6.942 0.0167 0.0167 -0.0404 0.4656
H -1.308 -0.012 5.891 0.0352 -0.0083 -0.0341 0.4238
H -0.308 0.698 3.734 -0.0455 -0.0598 -0.0442 0.5933
H 6.179 -2.295 0.119 -0.0382 -0.0036 -0.0496 0.5128
H 6.345 -2.623 -2.348 -0.0493 -0.0095 0.0162 0.4940
H 4.304 -3.346 -3.599 -0.0114 0.0005 0.0608 0.4438
H 2.158 -3.561 -2.349 0.0410 0.0205 -0.0017 0.4539
Cl -7.453 -2.070 -1.966 -0.0369 -0.0369 0.0038 -0.1850
C -6.496 -0.733 -1.450 0.0172 0.0463 0.0050 0.1615
C -5.169 -0.647 -1.840 0.0947 -0.0682 -0.0948 -1.0711
C -4.418 0.444 -1.440 0.0259 0.0343 -0.0959 0.3960
C -4.959 1.448 -0.646 0.0751 0.0785 -0.0206 -0.0916
C -4.100 2.622 -0.223 0.0457 -0.2020 0.1769 -0.5600
C -3.474 2.401 1.161 -0.1278 0.0759 -0.1257 -1.6725
N -2.562 1.259 1.259 -0.0447 -0.0291 -0.1207 0.3502
C -2.910 -0.054 1.475 -0.0169 0.1049 0.0971 -0.2769
C -1.748 -0.757 1.535 0.2014 -0.0690 -0.0889 -1.3163
N -0.695 0.115 1.341 0.2774 0.1168 -0.0503 0.0605
C -1.224 1.319 1.173 -0.1519 -0.2002 0.0617 -0.5021
O -3.073 2.907 -1.141 0.0820 0.0631 -0.2121 -0.1938
C -3.375 3.968 -2.082 0.1086 0.1453 -0.0702 -1.2480
C -3.378 3.558 -3.522 0.0364 -0.0173 0.2000 0.2555
C -4.470 3.112 -4.211 0.1474 0.0758 -0.2502 0.6815
Cl -6.077 2.977 -3.643 -0.0342 -0.1324 0.1744 -0.1725
S -4.127 2.816 -5.865 -0.1381 -0.0356 0.0200 -0.1717
C -2.506 3.314 -5.666 0.0694 0.0266 -0.1727 -0.4463
C -2.252 3.694 -4.390 0.1620 -0.1280 0.2436 -0.8627
C -6.287 1.321 -0.250 0.0858 -0.1427 -0.0398 0.6868
Cl -7.017 2.509 0.785 0.0217 0.0570 -0.0003 -0.1893
C -7.065 0.247 -0.655 -0.1009 0.0395 0.1003 -0.7503
H -4.743 -1.422 -2.465 -0.0254 0.0622 0.0250 0.4352
H -3.392 0.546 -1.777 -0.0430 0.0083 0.0080 0.5773
H -4.725 3.506 -0.087 -0.1775 0.0227 -0.0090 0.8778
H -4.273 2.250 1.882 -0.0457 0.0025 0.0972 0.5821
H -2.924 3.299 1.433 0.0936 -0.0322 0.0685 0.4078
H -3.933 -0.374 1.583 0.0331 0.0737 -0.0429 0.6790
H -1.597 -1.814 1.696 -0.0199 0.1244 -0.0272 0.5888
H -0.695 2.242 0.999 -0.0975 -0.0678 0.0147 0.3763
H -2.599 4.721 -1.939 -0.0139 0.0525 0.0003 0.5102
H -4.335 4.425 -1.836 -0.0044 -0.0753 0.0909 0.5589
H -1.836 3.333 -6.514 -0.0670 -0.0287 0.0842 0.4503
H -1.294 4.080 -4.062 -0.0659 -0.0343 -0.0097 0.4154
H -8.100 0.180 -0.349 0.0301 -0.0092 -0.0218 0.4728
C 4.538 0.917 -1.158 -0.1116 -0.0665 -0.0100 -1.5541
C 3.227 0.337 -1.701 0.2421 -0.0640 0.4151 0.1241
P 1.800 0.489 -0.584 -0.0108 0.0014 -0.3663 0.5535
C 1.815 2.267 -0.143 -0.1559 -0.0575 -0.0340 -0.5966
C 1.449 3.260 -1.248 0.0246 0.0099 0.0623 -1.0913
C 0.410 -0.070 -1.639 0.1487 0.0614 -0.0289 -0.1993
C 0.044 0.761 -2.871 0.0406 0.0277 0.0160 -1.1645
H 5.379 0.538 -1.737 -0.0027 0.0138 -0.0216 0.4219
H 4.706 0.638 -0.115 -0.0006 -0.0048 -0.0338 0.3460
H 4.555 2.004 -1.232 0.0106 -0.0116 0.0347 0.3923
H 3.328 -0.721 -1.926 0.0404 -0.1125 -0.0399 -0.0986
H 2.939 0.832 -2.629 -0.0208 0.0123 -0.0634 0.7030
H 2.841 2.429 0.194 0.0182 0.0077 0.0251 0.5499
H 1.199 2.417 0.742 0.0501 0.0257 -0.0073 0.5155
H 0.385 3.226 -1.482 0.0429 -0.0121 -0.0118 0.0160
H 2.009 3.077 -2.166 -0.0198 0.0031 0.0168 0.3105
H 1.690 4.268 -0.914 -0.0147 0.0059 -0.0225 0.4949
H -0.460 -0.205 -1.008 -0.0941 -0.0735 0.0529 0.2562
H 0.740 -1.075 -1.926 0.0075 0.0033 0.0065 0.3325
H -0.648 1.556 -2.599 0.0027 0.0590 -0.0580 -0.0037
H -0.457 0.125 -3.601 -0.0143 0.0166 0.0077 0.5113
H 0.909 1.207 -3.365 -0.0636 -0.0399 -0.0070 0.2933
```
Positions in Å, forces in eV/Å.

(3)
Density functional theory data (ωB97M-V/def2-TZVPD) for the ion C5H12NOS with charge +1 at a distorted geometry.

Summary:
HOMO energy: -0.4465 hartree
LUMO energy: -3.81 eV
Energy: -19745.0004 eV
Total charge: +1
Multiplicity: 1

Structure (XYZ):
```
20
Properties=species:S:1:pos:R:3:forces:R:3:mulliken_charge:R:1
C 2.000 2.669 1.302 -0.3829 0.4051 -0.2947 -0.8963
S 1.279 1.034 1.121 0.1092 -0.5342 0.3120 0.0061
C 0.597 0.901 -0.530 -0.0203 0.2546 -0.4661 -1.0271
C 0.424 -0.584 -0.880 -1.2025 0.9701 -0.3539 -0.7943
C -0.677 -1.262 -0.019 1.8379 0.3631 0.0200 0.0563
N -1.322 -2.378 -0.769 -0.3697 -0.4961 0.3028 -0.2299
C -1.773 -0.459 0.647 -1.0109 -0.0853 -0.4064 -0.0104
O -2.836 -1.016 0.793 0.1082 0.2428 -0.0471 -0.4973
H 1.714 2.943 2.314 0.5015 0.1971 0.0880 0.3286
H 1.525 3.388 0.646 -0.3036 0.0482 -0.1541 0.3035
H 3.068 2.726 1.091 -0.0551 -0.3313 0.3347 0.3085
H -0.390 1.373 -0.636 0.1380 0.0696 0.2310 0.3999
H 1.206 1.401 -1.290 0.2215 -0.2776 0.2313 0.4812
H 0.068 -0.535 -1.909 0.0524 -0.3552 -0.3157 0.4944
H 1.353 -1.139 -0.828 0.1079 -0.0695 0.0226 0.3398
H -0.087 -1.700 0.776 -0.2416 -0.2911 0.5856 0.2516
H -2.344 -2.231 -0.772 -0.0211 0.2810 -0.0970 0.3504
H -1.232 -3.275 -0.287 0.2889 -0.0272 -0.1466 0.3693
H -0.939 -2.445 -1.711 -0.1289 -0.1340 -0.0549 0.3553
H -1.633 0.590 0.940 0.3710 -0.2301 0.2085 0.4104
```
Positions in Å, forces in eV/Å.

(4)
Density functional theory data (ωB97M-V/def2-TZVPD) for a structure of composition C29H33NP2PdSe2.

Summary:
HOMO energy (alpha / beta): -0.7054 / -0.7077 hartree
LUMO energy (alpha / beta): -11.25 / -15.18 eV
Expectation value of S²: 6.04
Energy: -184804.6439 eV
Total charge: +4
Multiplicity: 5

Structure (XYZ):
```
68
Properties=species:S:1:pos:R:3:forces:R:3:mulliken_charge:R:1
Pd -0.332 -1.587 -0.685 -0.3146 0.1308 0.1324 -0.3123
C -2.915 -3.741 -2.348 0.0573 0.1223 -0.0412 -1.0160
Se -1.599 -2.374 -2.815 -0.0048 -0.0850 0.0547 0.1210
C -0.194 -3.500 -3.572 0.0483 -0.0252 -0.0920 -0.8065
C 0.286 -4.601 -2.655 0.0063 -0.0701 0.0534 -0.8552
Se 0.768 -3.874 -0.918 -0.0263 -0.1093 0.0674 0.7425
C 1.214 -5.486 0.071 -0.0132 0.1234 -0.0662 -1.0359
H -3.197 -4.233 -3.277 -0.0256 -0.0270 0.0185 0.4067
H -3.771 -3.212 -1.938 -0.0197 -0.0218 -0.0069 0.3782
H -2.528 -4.444 -1.618 -0.0043 -0.0106 -0.0043 0.3297
H 0.608 -2.811 -3.840 0.0142 -0.0356 -0.0287 0.4224
H -0.575 -3.937 -4.497 -0.0509 0.0169 0.0187 0.4750
H 1.161 -5.125 -3.047 0.0191 0.0274 0.0113 0.5213
H -0.479 -5.347 -2.426 -0.0165 -0.0001 -0.0927 0.4493
H 0.421 -6.206 -0.134 0.0254 -0.0459 0.0516 0.4335
H 1.266 -5.219 1.122 0.0121 -0.0364 0.0146 0.3893
H 2.175 -5.837 -0.309 0.0003 -0.0315 0.0135 0.4183
C 0.864 1.155 -1.947 -0.0022 0.0207 0.1239 -1.5472
N 0.343 0.923 -0.579 -0.0601 -0.1255 0.0981 0.6930
P 1.222 0.047 0.650 0.2438 0.1865 -0.4393 -0.1290
C 1.314 1.174 2.016 -0.0988 -0.0635 0.2179 0.9807
C 1.281 0.667 3.318 0.0210 0.0596 -0.0366 -0.4084
C 1.513 1.527 4.379 -0.0178 -0.0549 0.0384 -0.7913
C 1.765 2.873 4.142 0.0116 0.0512 -0.0249 -0.5772
C 1.785 3.378 2.843 -0.0133 -0.0509 0.0329 -0.7197
C 1.550 2.536 1.773 0.0737 0.0206 -0.0004 -0.6239
C 2.838 -0.406 0.051 0.0843 -0.0143 0.1095 1.2046
C 3.735 0.499 -0.530 0.0477 0.0750 0.0392 -0.0645
C 5.040 0.108 -0.777 -0.0242 -0.0155 -0.0049 -0.8040
C 5.472 -1.162 -0.410 -0.0028 -0.0049 0.0085 -0.6234
C 4.600 -2.049 0.210 -0.0095 0.0053 -0.0047 -0.8689
C 3.283 -1.679 0.435 0.0454 -0.0122 -0.0513 -0.6441
P -1.379 0.651 -0.379 0.0820 -0.0185 -0.2091 0.4127
C -1.889 1.076 1.264 -0.0219 0.0543 0.1914 0.8332
C -2.590 0.109 2.001 0.0171 -0.0343 -0.0175 -0.4569
C -3.081 0.432 3.253 0.0030 -0.0152 -0.0155 -0.8242
C -2.883 1.713 3.765 0.0007 -0.0061 0.0225 -0.5410
C -2.193 2.679 3.034 0.0217 0.0079 0.0000 -0.8376
C -1.701 2.373 1.782 -0.0552 0.0004 -0.0104 -0.2184
C -2.229 2.000 -1.278 -0.1132 0.0969 -0.1103 1.1591
C -1.646 3.227 -1.647 0.0878 -0.1125 0.0938 0.0376
C -2.420 4.181 -2.254 -0.2068 0.0368 -0.0558 -0.6863
C -3.823 3.947 -2.470 0.1300 -0.0957 0.0662 -0.4337
C -4.415 2.729 -2.088 -0.0440 0.1574 -0.0679 -0.7260
C -3.640 1.776 -1.493 0.1352 -0.0754 0.0526 -0.5761
H 1.289 2.159 -1.993 0.0225 -0.0073 -0.0342 0.3331
H 0.060 1.066 -2.677 0.0207 0.0161 -0.0210 0.4977
H 1.652 0.438 -2.172 -0.0129 0.0097 -0.0319 0.4195
H 1.091 -0.384 3.504 0.0013 -0.0019 -0.0005 0.4740
H 1.508 1.147 5.392 -0.0040 0.0028 -0.0015 0.5002
H 1.957 3.537 4.975 -0.0004 -0.0041 0.0031 0.4817
H 1.998 4.425 2.673 0.0038 0.0012 -0.0102 0.4985
H 1.588 2.929 0.763 0.0003 -0.0214 -0.0107 0.3218
H 3.439 1.513 -0.769 -0.0282 -0.0061 0.0006 0.3621
H 5.730 0.802 -1.239 -0.0014 0.0013 -0.0003 0.4764
H 6.499 -1.452 -0.588 -0.0005 0.0007 0.0036 0.4611
H 4.956 -3.017 0.538 0.0034 -0.0023 -0.0127 0.4818
H 2.625 -2.359 0.967 -0.0239 0.0287 -0.0022 0.7837
H -2.747 -0.885 1.597 0.0037 0.0026 -0.0027 0.4401
H -3.618 -0.305 3.835 0.0045 -0.0069 -0.0114 0.4890
H -3.275 1.959 4.744 -0.0019 0.0180 -0.0086 0.4890
H -2.051 3.669 3.446 -0.0014 0.0017 -0.0073 0.5107
H -1.159 3.124 1.221 -0.0347 -0.0001 -0.0155 0.4212
H -0.598 3.420 -1.465 -0.0121 0.0220 -0.0138 0.3415
H -1.999 5.124 -2.581 0.0471 -0.0085 0.0280 0.5065
H -4.422 4.731 -2.919 -0.0116 -0.0109 -0.0135 0.4720
H -5.471 2.571 -2.261 0.0028 -0.0371 0.0240 0.4900
H -4.080 0.839 -1.172 -0.0195 0.0065 -0.0117 0.4681
```
Positions in Å, forces in eV/Å.

(5)
Density functional theory data (ωB97M-V/def2-TZVPD) for the molecule C4H5NO.

Summary:
HOMO energy: -0.3633 hartree
LUMO energy: 0.86 eV
Energy: -7765.3654 eV
Multiplicity: 1

Structure (XYZ):
```
11
Properties=species:S:1:pos:R:3:forces:R:3:mulliken_charge:R:1
C -2.442 0.129 0.225 -0.0505 0.0021 0.0009 -1.2564
C -0.991 0.005 0.107 0.5346 -0.0799 -0.0450 1.2067
C 0.200 -0.164 0.017 -0.5850 -0.0254 0.0644 -0.2914
C 1.602 -0.584 -0.057 0.0551 -0.1743 0.0265 -0.0355
N 2.491 0.397 -0.371 0.0650 -0.0009 0.0255 -0.3670
O 1.930 -1.740 0.138 -0.0691 0.3726 -0.0701 -0.5739
H -2.930 -0.524 -0.506 0.0736 0.1031 0.0957 0.2845
H -2.786 1.153 0.058 0.1095 -0.1330 0.0191 0.2998
H -2.765 -0.186 1.223 0.0561 0.0593 -0.1356 0.2894
H 3.469 0.149 -0.384 -0.1415 0.0493 0.0028 0.2243
H 2.222 1.364 -0.450 -0.0479 -0.1730 0.0158 0.2195
```
Positions in Å, forces in eV/Å.